7
Properties=species:S:1:pos:R:3 method="wB97M-V/def2-TZVPD" total_charge=+2 energy_ha=-394.46775 multiplicity=2 lumo_energy_ha="-0.4148 / -0.6067" e_above_lowest_kj_mol=2.5 homo_ev="-21.5 / -21.1"
Al -4.52777 -1.19617 25.28133
O -4.54199 -0.82236 22.34946
H -4.86444 -1.46413 21.71669
H -4.08428 -0.17072 21.81834
O -2.96942 -3.24463 23.93221
H -2.86883 -4.12926 24.28371
H -3.00447 -3.36595 22.98338